1.
Here is C9H16OSe in the gas phase at a distorted geometry from OMol25. Energies are from the ωB97M-V functional and the def2-TZVPD basis.

Each line ends with the Löwdin charge.
Cartesian coordinates (Å):
H -2.29453 -1.01761 1.91828  0.0655
H 1.87566 -1.75010 -0.90490  0.0485
C -1.39803 -0.55462 1.61611  -0.1448
C 2.24114 -2.26029 0.05095  -0.3367
H 1.26138 3.09609 0.88027  0.1499
C 0.50012 2.29074 0.57833  -0.1484
O 2.02579 0.49424 0.57772  -0.2368
H -1.71149 0.88218 -1.13772  0.1109
C 0.46528 0.67566 -1.21578  -0.0401
H -0.95228 -0.10611 2.48014  0.0621
H -1.73602 0.31380 1.02927  0.0776
C -0.39438 2.79313 -0.51266  -0.2014
C -1.07724 -2.22802 -0.35106  -0.1225
H 3.31903 -2.07278 0.17309  0.0415
H -0.37357 -2.43078 -1.15071  0.0507
H -0.05517 1.95534 1.43093  0.0939
H 2.30948 -3.38159 0.00689  0.0506
C 1.07447 1.07645 -0.04364  -0.5594
H 0.68147 -0.17409 -1.78098  0.0650
Se 1.16361 -1.47626 1.41927  1.2464
H -1.30890 -3.19961 0.23097  0.1068
H 0.12114 3.57444 -1.13494  0.1198
C -0.48492 -1.36368 0.73762  -0.6335
H -1.07289 1.78460 -2.48221  0.0900
H -1.29867 3.33852 -0.19367  0.0994
H -2.10149 -1.82257 -0.78225  0.1214
C -0.77901 1.56292 -1.43933  -0.1762

Cartesian forces, eV/Å:
-1.1 -1.1 0.3
0.7 -1.1 1.2
0.4 1.0 -1.3
0.5 -0.9 -1.9
-0.9 -1.5 -0.3
0.5 1.6 -0.4
0.7 -0.4 -0.1
1.4 1.7 0.1
-1.7 2.0 1.6
0.6 0.0 0.6
0.0 -0.1 -0.1
-1.9 1.2 -1.8
-1.8 -0.4 0.9
-0.6 0.9 0.3
-0.1 -0.1 -0.1
-0.3 0.1 0.9
-1.1 0.9 0.0
1.5 -0.7 -0.7
0.5 -1.1 -0.8
-0.1 0.1 0.4
0.1 1.1 -1.3
-0.2 -1.0 0.3
0.2 0.1 0.1
0.7 0.3 0.4
0.2 -0.3 0.2
2.2 -0.6 0.9
-0.4 -1.6 0.6

## Properties
Total energy ... -76982.1833 eV
HOMO-LUMO gap (alpha / beta) ... 7.0 / 7.0 eV
2S+1 ... 1

2.
Here is a molecular structure, C9H17Cl3MgN10O7P2Si from OMol25. Energies are from the ωB97M-V functional and the def2-TZVPD basis.

Each line ends with the Löwdin charge.
Cartesian coordinates (Å):
H 1.50484 -2.05251 -3.54091  0.0759
C -0.62342 0.67480 -3.84676  -0.0514
H -0.53428 1.75716 -3.74374  0.0830
H -4.02455 0.60810 1.58224  0.0477
N 1.95380 1.18974 2.58712  -0.0926
H 2.74415 0.00811 -4.37367  0.0863
C 0.71770 -0.01924 -3.59300  -0.5806
N 1.53173 0.58251 -1.16778  0.2302
O -1.56562 -0.72388 2.17649  -0.3735
O -3.74833 0.60627 2.54040  -0.1172
H -2.80346 2.81765 -1.39481  0.0668
N 3.84340 0.15035 2.45561  0.0179
C 2.89468 -0.55574 1.85633  -0.5013
H 0.33870 1.91545 1.98633  0.0659
N 1.71759 0.04297 1.91663  -0.0418
H -1.77804 3.56023 2.71390  0.0836
N 1.58432 -3.62423 -1.22190  -0.1084
N 0.98283 -2.09705 0.16655  -0.0498
O -0.21830 1.82915 1.17284  -0.1228
H -0.96261 0.43403 -4.85735  0.0820
H 0.21249 -1.76794 -4.73343  0.0813
O -1.41506 -0.03560 -0.52578  -0.3137
N 0.57736 -2.92481 -0.82574  -0.0688
H -3.25432 3.22316 1.79645  0.0810
N 3.20109 1.24763 2.90448  -0.0948
P -2.17500 0.57761 2.60271  0.4556
H -1.85066 3.95455 0.98052  0.0791
N 3.11823 -1.78243 1.25728  0.1418
H -1.71752 0.21771 4.65469  -0.0546
Cl -0.65775 -3.58373 2.61920  0.0571
O -3.78204 0.99657 -0.10238  -0.3124
P -2.29332 1.14683 -0.20458  0.3660
Cl -1.56778 -1.69696 5.46278  -0.0949
C 2.27774 -2.36238 0.31120  -0.4938
Cl 0.87029 -4.05686 5.43054  -0.1139
O -1.99527 2.30634 -1.29798  -0.1343
N 2.69577 -3.29564 -0.52347  0.0132
C -1.62787 1.86417 1.39816  -0.5616
C 0.56207 -1.53648 -3.72347  -0.0555
C 1.16585 0.31251 -2.22085  -0.1533
H 4.08109 -2.06420 1.19799  0.1240
Si 0.33585 -2.39807 4.08886  -0.2329
H 1.93030 1.57765 -4.43842  0.0828
Mg -0.03490 -0.50336 0.93692  0.4522
O -1.80189 1.01932 4.05467  -0.1483
H -0.14986 -1.91719 -2.99221  0.0696
C -2.16532 3.24178 1.74422  -0.0633
H -1.36399 0.33505 -3.12413  0.0709
C 1.78961 0.50217 -4.55748  -0.0581
H 1.47968 0.29874 -5.58528  0.0795

Cartesian forces, eV/Å:
0.0 0.0 0.0
0.0 0.0 0.1
0.0 0.0 0.0
0.0 0.0 -0.1
0.0 0.0 0.0
0.0 0.0 0.0
0.1 0.1 0.2
0.1 0.1 0.0
-0.1 0.7 0.4
0.0 0.1 0.0
-0.1 0.1 -0.1
-0.1 0.2 0.1
0.1 -0.3 -0.1
0.1 0.1 -0.1
-0.1 -0.1 0.0
0.0 0.0 0.0
0.0 0.0 0.1
0.1 -0.2 -0.2
-0.4 -0.2 0.4
0.0 0.0 0.0
0.0 0.0 0.0
-0.2 0.7 0.1
0.2 0.0 0.0
0.0 0.0 0.0
0.0 -0.1 0.0
0.1 -0.4 -0.1
0.0 0.0 0.0
-0.1 0.1 -0.1
0.2 0.0 -0.1
-0.2 -0.3 0.1
0.0 0.1 0.3
0.2 -0.3 -0.4
0.2 0.0 -0.2
0.2 0.1 0.4
0.0 0.0 0.1
0.1 0.0 0.1
-0.1 -0.1 -0.1
-0.2 -0.4 0.0
0.0 0.0 0.0
-0.1 -0.1 -0.3
0.0 0.0 0.0
-0.1 0.1 0.4
0.0 0.0 0.0
0.3 -0.1 -0.8
-0.1 0.0 0.1
0.0 0.0 0.0
0.1 0.0 -0.1
0.0 0.0 0.0
0.0 0.0 0.0
0.0 0.0 0.0

## Properties
Total energy ... -108325.5515 eV
Net charge ... -2
HOMO-LUMO gap ... 6.6 eV
2S+1 ... 1

3.
Here is a molecular structure, C9H17Cl3O16S4 at a distorted geometry from OMol25. Energies are from the ωB97M-V functional and the def2-TZVPD basis.

Each line ends with the Löwdin charge.
Cartesian coordinates (Å):
O -1.25541 2.15110 2.63455  -0.2500
S -0.95753 -2.66186 0.69186  0.6009
H 0.97244 0.57121 5.52623  0.1350
O -1.08334 -1.12842 -4.22222  -0.1791
H 1.31892 1.88990 -1.87007  0.1495
C 2.91465 2.26243 -0.23551  -0.1946
H 2.35738 0.97157 4.56043  0.1452
H 1.79130 -2.40213 -3.36104  0.1354
O -1.93420 -1.94026 -0.33205  -0.2035
S 0.11418 -0.21704 -4.80328  0.5957
Cl -4.53582 2.08166 1.45371  0.5053
O 4.01948 -0.20902 0.51948  -0.2448
O 0.29486 -1.93771 0.61842  -0.2294
O 4.19257 1.91244 -0.70393  -0.1607
O 0.93002 3.19962 2.10764  -0.1875
C 1.76220 1.39100 -0.95357  -0.1089
O 0.72402 0.76178 2.27955  -0.2049
C 0.95288 -1.79240 -3.03628  -0.0811
H -3.62687 -3.06636 1.72150  0.1386
Cl -3.41578 4.39307 0.12312  0.5890
H 2.74420 3.35423 -0.49230  0.1540
C 0.79806 -0.08989 3.40639  -0.1659
S 4.02663 0.32027 -0.83950  0.6536
C -0.40593 -2.28927 -3.60664  -0.1184
H -3.89870 -2.09897 -0.41849  0.1394
H -1.02951 -2.71780 -2.82713  0.1137
S 0.18648 2.21050 2.74781  0.6064
O -1.09178 -4.03695 0.49688  -0.1863
H -3.58903 -1.53914 2.48831  0.1241
O 1.08953 -0.43078 -3.60136  -0.2185
O 4.93978 -0.13649 -1.83147  -0.2117
C -3.13446 -2.06123 1.67510  -0.1398
O -0.29186 1.14306 -4.78997  -0.2226
O -1.74324 -2.18177 1.99751  -0.1974
O 2.51554 0.27459 -1.40697  -0.2316
H 0.97032 1.02808 -0.34118  0.0999
Cl -3.30175 1.84656 -1.13243  0.5358
O 0.69664 2.12618 4.22300  -0.1628
H 1.08472 -1.71729 -2.00798  0.0779
C -3.20963 2.71601 0.42025  -1.5338
H -0.16410 -0.61645 3.59298  0.1330
C -3.17735 -1.57927 0.20891  -0.1622
H 2.89600 2.18457 0.81911  0.0821
H -0.30051 -3.13194 -4.22582  0.1073
H 1.51094 -0.85968 3.11648  0.1392
H -3.33071 -0.49269 0.19581  0.0641
H -2.28682 2.47830 0.89422  -0.0435
O 0.70629 -0.79620 -5.99440  -0.2341
C 1.25429 0.86290 4.51434  -0.1520

Cartesian forces, eV/Å:
1.5 0.5 0.6
0.8 3.7 -0.2
-0.4 0.0 -0.2
1.3 -1.1 0.1
0.7 -0.5 1.1
-2.7 3.2 -0.7
-0.5 0.0 -0.4
0.0 0.0 -0.5
1.1 0.2 -0.5
0.6 -0.2 -1.4
0.4 0.1 0.1
0.0 0.4 -2.0
-1.3 -1.5 0.4
-0.7 -1.5 -0.9
0.6 1.5 -1.2
1.6 1.5 -1.1
-0.3 1.2 -0.4
0.0 0.6 -2.6
0.7 0.5 0.0
0.1 0.9 0.2
0.3 -1.3 0.3
-0.2 -0.9 0.2
0.7 -0.9 1.3
-0.4 0.7 1.6
-0.5 0.2 0.4
-0.4 0.8 0.3
-1.7 -2.3 -0.4
0.4 -1.8 0.1
-0.2 1.1 0.0
0.3 -0.9 0.9
-0.7 -0.1 0.5
-0.7 -2.5 -0.4
-0.2 -0.3 -0.1
0.5 -0.2 -0.1
1.5 -0.7 -0.2
-0.4 0.0 0.9
0.3 -0.1 -0.1
-0.8 0.4 0.3
-0.5 0.4 1.9
-1.3 -0.9 -0.6
0.4 0.7 0.0
-0.9 0.7 0.8
-0.2 -0.3 1.1
0.4 -0.5 -1.7
0.2 0.1 0.4
0.2 -0.3 -0.4
0.5 0.1 0.3
-1.1 0.4 1.5
1.4 -1.2 1.0

## Properties
Total energy ... -123272.2066 eV
HOMO-LUMO gap ... 11.1 eV
2S+1 ... 1

4.
Here is 2 unconnected molecules or ions with the total composition C9H17ClN2OP from OMol25. Energies are from the ωB97M-V functional and the def2-TZVPD basis.

Each line ends with the Löwdin charge.
Cartesian coordinates (Å):
H -2.80812 0.88541 0.36058  0.1273
C 4.41085 1.55924 0.61534  -0.0945
H -0.29400 1.88722 1.76935  0.0586
H -1.91041 2.25681 -1.53345  0.0884
H -3.04875 -2.45461 -0.50008  0.0995
N -0.98905 0.12006 -0.33879  -0.1429
O 3.71867 0.58416 0.69024  -0.0546
C -1.75666 1.17455 0.33243  -0.4482
C -1.25677 1.37807 1.76056  -0.0628
N 1.26170 -1.01770 -0.04203  -0.1574
C 2.26170 -1.60904 0.33950  -0.2451
H -0.61361 2.82855 -0.47488  0.0578
H 3.86109 -2.87005 0.01919  0.0795
C -1.52032 -0.99876 -0.70569  -0.2978
C -0.81505 -1.98617 -1.54659  -0.0377
C 3.20776 -2.38770 0.72329  0.0401
C -1.63194 2.44652 -0.49940  -0.0583
H -1.52820 -2.45926 -2.22081  0.1072
H -3.64205 -0.84981 -0.89719  0.1181
Cl 1.15382 0.69311 -2.31328  0.3545
C -2.89978 -1.39443 -0.31061  0.0074
H -3.09206 -1.19576 0.74195  0.1024
H -0.00046 -1.56162 -2.12231  0.0275
H -0.40961 -2.77742 -0.91158  0.1151
H -2.29548 3.20694 -0.09940  0.0964
H -1.15303 0.42245 2.27468  0.0880
H 3.42773 -2.51688 1.76718  0.0798
H 5.50530 1.51763 0.72417  0.0935
H -1.96906 1.99172 2.30976  0.0953
H 3.99824 2.56329 0.42971  0.0874
P 0.82753 0.56350 -0.34186  0.6753

Cartesian forces, eV/Å:
0.2 -0.1 -0.1
0.3 0.5 0.0
0.0 0.0 0.1
0.0 0.0 -0.1
0.0 0.0 0.0
0.3 -0.2 -0.3
-0.2 0.0 0.0
-0.3 0.6 0.4
-0.1 -0.1 0.0
0.3 -0.3 0.3
-0.7 0.2 -0.3
0.1 0.1 0.0
0.0 -0.1 -0.3
0.0 -0.1 -0.1
0.4 -0.2 -0.3
0.5 -0.4 0.2
-0.2 -0.2 0.0
-0.1 0.1 0.0
0.0 0.0 0.0
0.2 0.2 -0.8
-0.3 0.0 0.2
0.0 0.0 0.0
-0.1 -0.1 0.0
0.0 0.0 0.0
0.0 0.1 0.1
0.0 0.0 0.1
0.0 0.1 0.3
0.0 -0.1 0.1
0.0 0.0 0.0
-0.1 0.0 0.0
-0.2 -0.4 0.7

## Properties
Total energy ... -36440.3536 eV
Net charge ... +1
HOMO-LUMO gap ... 8.3 eV
2S+1 ... 1

5.
Here is a molecular structure, C9H17F2GaNO2 at a distorted geometry from OMol25. Energies are from the ωB97M-V functional and the def2-TZVPD basis.

Each line ends with the Löwdin charge.
Cartesian coordinates (Å):
H 0.01972 -1.82365 -1.26686  0.0267
Ga 0.21547 0.64652 -0.00568  0.4397
H -3.02645 -0.81799 1.22308  0.1163
H 1.17730 -3.79851 1.90813  0.0654
H 3.23004 -3.06922 0.49604  0.0942
C -4.12788 -0.17621 -0.67754  -0.1746
H 2.86402 -1.92082 -1.68027  0.0978
C 2.31175 -1.38218 -0.76912  -0.3081
H -4.62775 0.83044 -0.30003  0.0742
H -3.89040 0.01629 -1.83165  0.0769
C 1.01785 -3.02485 1.04444  -0.1652
O 1.46781 2.38562 -2.14603  -0.1262
H 0.60014 -3.53632 0.06051  0.0761
H -2.13689 -1.39895 -0.41194  0.0916
C 2.39126 -2.23031 0.63143  -0.2970
H 2.79142 -1.53567 1.51016  0.0995
C 1.76812 3.96979 0.84169  -0.2300
H 2.94198 -0.38382 -0.59250  0.0994
H -4.93461 -1.03863 -0.53143  0.0654
O 1.51858 4.20586 2.13961  -0.0372
H 0.21910 -2.21435 1.39497  0.0689
N 0.64245 3.69738 -0.13427  0.0530
C 0.86793 2.42773 -0.92670  -0.3133
C -1.82344 0.86741 0.25775  -0.3376
H -0.30136 3.72388 0.32553  0.1281
H 0.95447 0.47823 1.43213  -0.0215
H 0.88581 -0.50917 -2.31834  0.0590
F 3.16235 3.97267 0.26587  -0.0333
C -2.69917 -0.51143 0.11713  -0.2455
H -2.25242 1.66386 -0.49646  0.0885
C 0.77975 -0.93584 -1.20900  -0.3098
F -2.00696 1.42228 1.64935  -0.2211

Cartesian forces, eV/Å:
1.6 1.4 0.2
0.0 -0.7 0.0
1.0 0.5 -2.4
-0.2 1.4 -1.7
-1.7 1.8 0.3
0.1 0.2 -0.3
-1.2 0.8 2.1
0.0 0.7 -0.2
1.2 -2.1 -0.5
-0.6 -0.7 2.4
-0.3 1.1 -0.5
-3.3 1.4 7.5
0.8 0.8 2.2
-1.0 1.9 1.1
1.0 -0.9 0.2
-1.2 -1.5 -1.9
-2.6 0.9 4.7
-1.4 -2.1 -0.4
1.8 1.7 -0.5
2.5 -1.3 -8.7
1.6 -1.8 -0.7
3.9 0.5 1.3
2.4 -1.4 -6.2
-0.8 -0.4 -0.3
1.7 -0.4 0.0
-0.1 0.2 -0.3
-0.3 -0.9 2.2
-4.6 -0.1 1.7
-1.5 1.0 0.7
0.5 -1.4 1.7
1.0 -0.1 -1.5
-0.3 -0.6 -2.0

## Properties
Total energy ... -73000.1909 eV
Net charge ... -1
HOMO-LUMO gap ... 8.6 eV
2S+1 ... 1

6.
Here is C9H17F2O3P in the gas phase at a distorted geometry from OMol25. Energies are from the ωB97M-V functional and the def2-TZVPD basis.

Each line ends with the Löwdin charge.
Cartesian coordinates (Å):
H 3.23545 2.31318 1.20076  0.0654
H -2.96608 1.83794 -0.15659  0.1226
P 0.18750 0.57002 0.65831  0.6703
H 3.48312 3.00054 2.78795  0.0973
C 1.89253 -2.29215 -0.27356  -0.2245
H -4.04084 -0.25841 0.08386  0.1113
O -1.07896 1.18232 -0.21072  -0.2112
C -2.38054 1.03240 0.30045  -0.2949
F 2.71595 0.52806 -0.31337  0.0196
C 1.41082 0.32524 -0.75858  -0.4304
O 0.00921 -0.63240 1.52828  -0.2542
H 1.19573 -4.18741 0.26250  0.0662
H 0.99222 2.65477 3.41078  0.1196
F 1.20873 1.23429 -1.71621  0.0845
H 0.17279 -3.37356 -0.86086  0.0691
H 1.82671 1.06596 2.96596  0.1187
H -2.43071 0.96895 1.38041  0.1153
C 1.40927 -1.24665 -1.32398  -0.1826
C 0.96341 -1.54679 -2.51396  0.0558
H -2.84375 -0.54235 -1.22733  0.0599
C -2.91448 -0.30647 -0.20223  -0.0734
H 0.71696 -2.60790 -2.85400  0.1054
H 0.67371 -0.80284 -3.19547  0.0489
H 2.79471 -2.67485 -0.59196  0.0858
C 2.66401 2.83930 1.99701  -0.0903
C 1.48359 2.06366 2.62273  -0.2107
O 0.52545 1.89564 1.51650  -0.2268
H 0.12248 -2.93822 0.75651  0.0606
H -2.46496 -0.98540 0.49251  0.0523
H 2.17566 -1.79644 0.70388  0.1224
C 0.82193 -3.23438 0.00280  -0.1243
H 2.31035 3.79961 1.61707  0.0719

Cartesian forces, eV/Å:
-1.0 0.1 0.4
0.2 0.2 0.6
-1.3 0.9 1.1
-1.3 0.1 -0.9
-0.8 4.0 1.1
1.6 -0.4 -0.6
3.1 -0.8 1.0
-1.2 -0.8 -1.7
-0.7 0.1 0.2
1.2 -2.8 -0.7
0.1 1.3 -1.3
0.4 -1.2 0.4
0.1 -0.5 -0.4
-0.2 0.1 -0.3
0.2 -0.3 -0.3
-0.5 0.6 0.1
0.1 0.6 0.3
0.5 2.0 2.9
-0.8 -1.9 -0.6
0.5 -0.1 -1.1
-2.9 1.1 2.7
0.9 1.4 0.6
-0.4 1.0 -0.7
1.8 -1.3 -1.1
1.5 -0.1 1.4
1.0 -0.4 -1.6
0.0 -0.6 -0.3
0.0 0.5 0.7
0.2 -1.2 -0.3
-0.4 -0.1 -1.1
-1.8 -1.4 -0.6
0.2 -0.1 0.1

## Properties
Total energy ... -30475.1188 eV
SMILES string ... C=C(CC)C(F)(F)P(=O)(OCC)OCC
HOMO-LUMO gap ... 11.0 eV
2S+1 ... 1

Question: Which value of 2S+1 does entry 5 give?
Answer: 1